C33H57IrNP2 as an isolated structure. Source: the Open Molecules 2025 dataset; level of theory: ωB97M-V/def2-TZVPD.

Calculated values
<S²> ... 6.03
Energy relative to the best compared isomer or geometry (same formula, charge and spin) ... 48.5 kJ/mol
Lowest unoccupied orbital energy (alpha / beta) ... -1.62 / -3.96 eV
E_HOMO (alpha / beta) ... -9.2 / -10.2 eV

Structure (ORCA input):
```
! wB97M-V def2-TZVPD RIJCOSX def2/J DEFGRID3
* xyz 1 5
Ir -0.6837 -0.7395 -0.4745
C 1.1414 -2.7780 0.6875
C 1.0855 -3.3008 -0.6253
C 1.3142 -0.9789 -0.8128
C 1.2863 -1.3509 0.6199
C 1.2627 -2.2514 -1.5525
C 1.0116 -3.5661 1.9467
H 0.1089 -4.2129 1.9676
H 0.9663 -2.9145 2.8327
H 1.8887 -4.2291 2.0666
C 1.9764 -0.5256 1.6471
H 1.8751 -0.9427 2.6605
H 1.5682 0.4900 1.6182
H 3.0581 -0.4607 1.4096
C 2.0573 0.2522 -1.1924
H 3.1313 0.0705 -1.0428
H 1.7322 1.0894 -0.5516
H 1.8822 0.5156 -2.2354
C 1.5806 -2.3405 -2.9859
H 2.2478 -3.1873 -3.1793
H 2.0743 -1.4359 -3.3536
H 0.6841 -2.4964 -3.5894
C 0.8887 -4.7399 -0.9580
H 1.8077 -5.3088 -0.7920
H 0.5867 -4.8710 -1.9992
H 0.1199 -5.1880 -0.3203
C -2.6730 -1.1450 -0.1549
C -1.9981 -2.3638 0.1076
C -2.5053 -3.6944 -0.4123
C -2.2624 -3.9748 -1.9030
C -1.8741 -2.7689 -2.6896
C -2.6251 -1.6651 -2.8601
C -4.0118 -1.4784 -2.2956
C -4.0252 -1.1555 -0.8095
H -3.5849 -3.7778 -0.2064
H -3.1719 -4.4267 -2.3544
H -1.9890 -4.4900 0.1596
H -4.6132 -1.9004 -0.2693
H -2.4812 -0.1483 0.3567
H -1.2461 -2.5359 0.9191
H -4.4841 -0.1731 -0.6298
H -4.5231 -0.6765 -2.8569
H -2.3830 -0.9761 -3.6749
H -4.5721 -2.4105 -2.4807
H -1.4668 -4.7223 -2.0262
H -1.1152 -2.9937 -3.4470
P -1.2582 -0.0044 2.3786
C -0.1086 0.6002 3.6414
H -0.6985 0.8311 4.5341
H 0.3896 1.4990 3.2623
H 0.6291 -0.1733 3.8836
C -2.7412 1.0545 2.5174
H -3.2651 0.7294 3.4241
H -3.4119 0.9507 1.6513
H -2.4145 2.0955 2.6139
C -1.8733 -1.5641 3.1379
H -2.6237 -2.0374 2.4803
H -2.3351 -1.2780 4.0909
H -1.0248 -2.2504 3.3066
P -0.9210 1.3343 -1.5422
C -0.4661 0.5779 -3.1562
H -1.2573 0.7896 -3.8781
H -0.2976 -0.5070 -3.1084
H 0.4624 1.0603 -3.4726
C -2.6682 1.8012 -1.5554
H -3.3285 0.9524 -1.7450
H -2.8206 2.5325 -2.3509
H -2.9355 2.2700 -0.6047
C -0.1180 2.9531 -1.8302
H -0.2986 3.2331 -2.8744
H 0.9598 2.8779 -1.6599
H -0.5372 3.7313 -1.1871
C 5.5065 3.1452 0.6738
N 4.1062 3.4888 0.6678
C 3.6393 4.1138 -0.5458
C 3.2273 2.4875 1.2517
C 1.8624 3.0275 1.5147
C 1.8236 4.2083 2.3081
C 0.6027 4.8092 2.5563
C -0.5642 4.2938 1.9899
C -0.5081 3.1005 1.2367
C 0.6913 2.4539 1.0716
H 5.7561 2.3366 -0.0451
H 6.0987 4.0310 0.4080
H 5.7997 2.8011 1.6755
H 3.5142 3.3952 -1.3746
H 2.6809 4.6083 -0.3740
H 4.3739 4.8656 -0.8648
H 3.1716 1.6008 0.6149
H 3.7073 2.1875 2.1966
H 2.7875 4.6076 2.6710
H 0.5869 5.7149 3.1889
H -1.5238 4.8051 2.1304
H -1.4246 2.7365 0.8269
*
```

A 3-piece molecular cluster, C25H19Cl2IN4O5 overall. Source: the Open Molecules 2025 dataset; level of theory: ωB97M-V/def2-TZVPD.

Calculated values
Structure (SMILES) ... C/C(Cl)=C(/Cl)c1cc(CC(=O)I)c2nccnc2c1.O=[N+]([O-])c1ccccc1.O=[N+]([O-])c1ccccc1
Lowest unoccupied orbital energy ... -1.31 eV
E_HOMO ... -8.9 eV

Structure (ORCA input):
```
! wB97M-V def2-TZVPD RIJCOSX def2/J DEFGRID3
* xyz 0 1
C 1.3294 -0.4235 -1.5395
C 1.6583 0.4532 -2.8628
Cl 3.3476 1.0768 -3.1805
C 0.6072 0.7296 -3.8046
Cl 0.8111 1.6973 -5.3302
C -0.8459 0.1514 -3.4159
C -1.9345 1.1485 -2.8198
C -3.3016 0.4796 -2.4471
C -4.4181 1.4352 -1.8127
C -4.3134 1.3376 -0.1925
O -5.1138 0.6708 0.5124
I -2.6391 2.4288 0.7488
C -3.5897 -1.0674 -2.6461
N -4.8856 -1.5379 -2.2349
C -5.0544 -2.9384 -2.4403
C -3.9527 -3.8264 -3.0898
N -2.6548 -3.4164 -3.5218
C -2.5203 -2.0089 -3.2504
C -1.1249 -1.3498 -3.6337
H 2.2562 -0.5394 -0.8592
H 1.0238 -1.4985 -1.8374
H 0.4426 0.0064 -0.9424
H -1.7295 2.2664 -2.6798
H -4.2102 2.5237 -2.1216
H -5.4594 1.1268 -2.1982
H -6.0522 -3.4029 -2.1083
H -4.1993 -4.9493 -3.2111
H -0.2583 -1.9752 -4.0731
O -2.4021 5.1374 2.7793
N -1.5179 4.5246 3.3646
O -0.5793 3.9608 2.8113
C -1.5884 4.4565 4.8258
C -2.6587 5.0524 5.4914
C -2.7341 4.9645 6.8775
C -1.7448 4.2907 7.5883
C -0.6731 3.7067 6.9188
C -0.5908 3.7870 5.5325
H -3.4361 5.5801 4.9495
H -3.5664 5.4191 7.4049
H -1.8100 4.2195 8.6700
H 0.0965 3.1853 7.4784
H 0.2478 3.3249 5.0227
O 5.4393 -6.6763 -0.8266
N 5.9018 -5.7806 -0.1329
O 6.4535 -5.9546 0.9450
C 5.7825 -4.4057 -0.6248
C 5.1277 -4.1608 -1.8312
C 4.9958 -2.8514 -2.2824
C 5.5185 -1.8003 -1.5344
C 6.1803 -2.0519 -0.3358
C 6.3147 -3.3579 0.1248
H 4.7158 -4.9708 -2.4234
H 4.4821 -2.6490 -3.2168
H 5.4085 -0.7791 -1.8872
H 6.5882 -1.2286 0.2415
H 6.8297 -3.5402 1.0619
*
```

For the records above, the corresponding max |F| values read 2.63, 6.26 eV Å⁻¹.